This record from the Open Molecules 2025 dataset describes a structure of composition C47H94Br22F3N4O4P2 at a distorted geometry. The level of theory is ωB97M-V/def2-TZVPD.

The geometry in XYZ format:
```
176
C47H94Br22F3N4O4P2, DFT ωB97M-V/def2-TZVPD
C -3.01 1.28 -1.42
C -1.99 1.93 -0.85
C -1.81 1.80 0.66
C -0.34 1.73 1.17
N 0.49 2.61 0.32
C 1.37 1.95 -0.52
N 2.47 2.61 -0.83
C 3.53 2.15 -1.70
C 4.78 1.62 -0.94
C 5.78 2.76 -0.71
F 6.78 2.31 0.05
F 6.27 3.17 -1.90
F 5.13 3.79 -0.10
N 1.18 0.68 -1.03
C 0.62 0.69 -2.42
C 1.51 0.05 -3.53
C 0.85 -1.01 -4.44
C 0.29 -2.25 -3.69
C 2.00 -1.56 -5.34
C 0.49 -0.25 -0.10
P 1.34 -1.94 -0.31
C 1.66 -2.85 1.26
O 2.89 -1.56 -0.86
C 0.26 0.31 1.32
C -0.76 -0.56 2.11
C -1.40 0.06 3.37
C -2.59 -0.88 3.71
C -3.39 -0.45 4.95
C -3.97 1.00 4.91
C -4.50 1.47 3.54
C -5.68 2.49 3.69
C -6.99 1.97 3.05
O -7.18 0.55 3.19
C -7.43 0.21 4.59
P 1.80 0.49 2.37
N 3.06 0.18 1.53
O 1.80 -0.40 3.72
O 1.95 2.04 2.87
H -3.86 1.01 -0.77
H -2.97 0.96 -2.45
H -1.31 2.51 -1.48
H -2.48 1.01 1.02
H -2.22 2.75 1.08
H -0.36 2.21 2.15
H 1.09 3.17 0.93
H 2.59 3.55 -0.46
H 3.88 3.03 -2.27
H 3.25 1.41 -2.45
H 5.29 0.94 -1.64
H 4.53 1.08 -0.02
H 0.52 1.76 -2.69
H -0.38 0.27 -2.52
H 2.44 -0.39 -3.13
H 1.86 0.86 -4.20
H 0.12 -0.60 -5.15
H -0.27 -1.89 -2.81
H 1.16 -2.81 -3.31
H -0.32 -2.87 -4.35
H 2.79 -1.94 -4.66
H 1.67 -2.38 -5.99
H 2.49 -0.74 -5.90
H -0.54 -0.44 -0.46
H 2.27 -2.34 2.02
H 2.25 -3.76 0.97
H 0.73 -3.26 1.69
H 3.18 -2.40 -1.26
H -0.37 -1.54 2.42
H -1.57 -0.78 1.40
H -1.84 1.06 3.24
H -0.74 0.04 4.25
H -2.26 -1.92 3.76
H -3.28 -0.80 2.85
H -4.24 -1.14 5.09
H -2.78 -0.54 5.87
H -4.84 0.99 5.60
H -3.27 1.71 5.37
H -4.80 0.66 2.86
H -3.69 2.06 3.06
H -5.45 3.44 3.18
H -5.87 2.75 4.74
H -7.10 2.21 1.98
H -7.85 2.47 3.54
H -8.39 -0.31 4.70
H -7.43 1.13 5.19
H -6.65 -0.47 4.94
H 3.65 -0.55 1.91
H 1.34 -1.24 3.63
H 1.80 2.06 3.83
Br 2.07 -5.90 -0.67
C 3.22 -6.62 0.72
C 2.95 -8.08 0.96
Br 1.32 -8.34 1.99
H 3.07 -6.01 1.61
H 4.24 -6.47 0.36
H 3.74 -8.52 1.56
H 2.84 -8.65 0.04
Br 10.12 6.97 1.25
C 8.95 5.41 1.29
C 7.55 5.78 1.71
Br 7.43 6.09 3.63
H 9.41 4.69 1.96
H 8.95 5.03 0.28
H 6.86 4.96 1.51
H 7.19 6.69 1.22
Br -0.59 -3.44 5.15
C -1.97 -4.78 5.45
C -2.12 -5.70 4.26
Br -3.07 -4.84 2.80
H -2.89 -4.25 5.68
H -1.64 -5.33 6.33
H -2.71 -6.57 4.53
H -1.16 -6.03 3.86
Br 6.24 9.00 -4.42
C 6.19 7.59 -3.08
C 6.35 6.23 -3.70
Br 4.71 5.65 -4.59
H 5.25 7.70 -2.54
H 7.02 7.80 -2.40
H 6.55 5.48 -2.94
H 7.14 6.19 -4.45
Br 2.04 5.29 -7.29
C 2.71 7.04 -7.81
C 1.66 8.11 -7.63
Br 0.33 8.04 -9.06
H 3.06 6.95 -8.83
H 3.56 7.23 -7.15
H 2.11 9.10 -7.71
H 1.12 8.03 -6.70
Br -2.84 -0.26 -5.34
C -2.54 -1.32 -6.95
C -3.75 -2.12 -7.32
Br -3.96 -3.68 -6.17
H -1.66 -1.93 -6.76
H -2.30 -0.59 -7.72
H -3.65 -2.51 -8.33
H -4.68 -1.55 -7.25
Br -0.29 -5.47 8.24
C -0.25 -6.93 9.53
C 0.01 -8.25 8.86
Br -1.58 -8.91 7.94
H -1.20 -6.90 10.06
H 0.55 -6.68 10.22
H 0.25 -9.01 9.59
H 0.80 -8.20 8.12
Br 0.41 -6.26 -8.87
C -1.18 -5.14 -8.96
C -1.12 -4.19 -10.13
Br 0.08 -2.70 -9.79
H -1.26 -4.63 -8.00
H -2.01 -5.83 -9.07
H -2.10 -3.74 -10.30
H -0.78 -4.67 -11.05
Br -6.62 -1.58 3.09
C -6.22 -2.70 1.53
C -7.40 -3.56 1.15
Br -7.58 -5.08 2.36
H -5.33 -3.27 1.77
H -5.99 -1.99 0.73
H -7.25 -3.99 0.17
H -8.34 -3.02 1.17
Br -8.55 0.46 -1.53
C -8.03 1.73 -2.92
C -6.93 1.17 -3.79
Br -5.21 1.25 -2.88
H -7.76 2.65 -2.42
H -8.94 1.89 -3.50
H -6.81 1.78 -4.68
H -7.09 0.14 -4.07
Br 6.45 0.82 6.68
C 6.96 2.61 6.10
C 5.83 3.59 6.28
Br 4.48 3.37 4.89
H 7.29 2.53 5.07
H 7.80 2.89 6.73
H 6.19 4.61 6.17
H 5.32 3.49 7.23
```

Charge   +1
Total energy   -1632072.8007 eV

Atomic partial charges in e from the Mulliken method, atoms 1 to 99: C -0.788; C -0.351; C -0.470; C -1.572; N -0.116; C -1.238; N 0.094; C 0.442; C -0.567; C 0.769; F -0.250; F -0.284; F -0.252; N 1.693; C -0.956; C -1.609; C 0.815; C -0.894; C -1.669; C -1.684; P -0.064; C -0.242; O -0.459; C 2.849; C -2.437; C 0.063; C 0.275; C -0.940; C -1.159; C 0.957; C -1.190; C -0.669; O -0.349; C -1.009; P -0.298; N -0.361; O -0.469; O -0.587; H 0.252; H -0.230; H 0.563; H -0.172; H 0.490; H 1.182; H 0.626; H 0.418; H 0.644; H -0.819; H 0.361; H -0.018; H 0.627; H 0.336; H 0.414; H 0.552; H 0.064; H 0.133; H 0.297; H 0.450; H 0.380; H 0.413; H 0.407; H 0.783; H 0.208; H -0.190; H 0.401; H 0.337; H 0.888; H 0.568; H 0.009; H 0.579; H -0.486; H -0.125; H 0.341; H 0.364; H 0.644; H 0.323; H 0.065; H -0.148; H 0.363; H 0.393; H 0.374; H 0.427; H 0.332; H 0.406; H 0.328; H 0.289; H 0.321; H 0.324; Br -0.105; C -0.635; C -0.609; Br -0.131; H 0.362; H 0.392; H 0.370; H 0.386; Br -0.143; C -0.575; C -0.247